This record from OMol25 describes a molecular structure, C23H16AsO6Zn. The level of theory is ωB97M-V with the def2-TZVPD basis set.

- LUMO energy (alpha / beta): -4.01 / -3.68 eV
- Spin multiplicity: 1
- Charge: +1

Geometry (Å):
C: 1.980925 -0.504174 1.912038
H: -2.410177 -3.495456 -0.216309
C: -1.904602 1.448270 3.507790
C: 2.639841 3.203120 -2.237555
C: -1.273515 -3.553808 0.206870
C: -4.211038 -0.395047 -2.739495
C: -3.660668 -1.277917 1.200252
H: 2.637287 3.644631 -4.349815
O: -4.528885 -1.215529 1.913577
H: -0.535031 1.029333 -2.900327
C: -0.731998 -2.825660 -3.084963
O: -5.091281 -0.711715 -3.419696
H: -0.114328 3.532324 0.747127
C: -1.928229 2.844616 3.575954
H: -1.205763 4.677260 2.681632
C: -3.644509 -6.635502 -0.711993
Zn: -2.374584 -1.793906 -0.923013
C: -0.661593 1.571465 1.450621
As: 0.208535 0.687425 0.001080
C: 0.336081 1.673910 -2.732920
C: 2.118346 3.130886 -3.529241
C: 0.873791 1.754819 -1.444477
H: 4.352987 -2.935280 1.701377
C: -1.290605 0.803523 2.431225
C: 3.189683 -2.208379 0.044571
C: -0.653848 2.967861 1.509361
C: 0.970728 2.374555 -3.768536
C: 3.550838 -2.274104 1.391252
C: 1.604488 -0.491839 0.570231
C: 2.208318 -1.309742 -0.386415
H: 1.552556 0.194801 2.636477
C: 2.950007 -1.425352 2.324710
H: 3.545371 3.770327 -2.041929
O: -3.290828 -7.615802 -0.291532
O: -0.967454 -0.475605 -0.587537
H: 3.726554 -2.801920 -0.696432
H: 2.468927 2.530556 -0.195629
H: 0.597056 2.311523 -4.794317
O: -0.435498 -3.239324 -4.116645
H: 3.280031 -1.431056 3.362316
O: -0.670059 -4.294659 0.909483
C: -1.289156 3.596458 2.586094
C: 2.024552 2.511023 -1.189784
H: -2.291685 0.838915 4.321110
H: 1.955543 -1.236922 -1.447812
H: -2.350826 3.338924 4.457222
H: -1.256286 -0.287828 2.364007

Cartesian forces (eV/Å) of the 2 atoms listed first:
C 0.3 -0.4 0.1
H -0.3 -1.1 0.3


This record from OMol25 describes a molecular structure, C23H16Cl3FeN5OS2. The level of theory is ωB97M-V with the def2-TZVPD basis set.

- LUMO energy (alpha / beta): -3.50 / -4.79 eV
- <S²>: 8.76
- Spin multiplicity: 6
- Charge: +1

Geometry (Å):
C: -2.574253 0.391505 4.010185
C: 2.751133 -2.895119 -4.629837
C: -4.324733 1.785069 3.059093
C: -2.796271 1.509527 -0.440715
C: -3.744354 1.162633 4.141992
H: -1.084000 -0.377617 2.656355
H: 2.649543 -2.835600 -5.705255
H: -2.163918 -0.096165 4.884194
N: -1.185382 -1.428054 -1.127602
C: 3.552648 -4.042355 -2.671389
C: 1.540279 0.808337 1.205421
Cl: -1.372473 -2.778920 -4.446421
H: -5.232425 2.362591 3.168843
Fe: -0.339483 0.725346 -1.092422
H: 3.121713 -3.095645 -0.790297
H: 0.111930 4.673143 3.412094
C: 2.702955 0.484309 2.073155
C: -1.467968 -3.426367 -2.814072
O: 0.941108 -0.067232 -2.203597
C: 2.355728 -1.970927 -2.444845
C: 0.783630 2.089640 1.353929
H: -4.202378 1.257468 5.117487
H: -1.117274 5.389281 1.353108
N: 1.946122 -0.912644 -0.306998
C: 1.735934 -0.932146 -1.591723
N: -2.058968 0.814358 0.390858
C: 2.219515 -1.896081 -3.827439
C: 0.111487 4.057636 2.522473
H: 3.026662 -0.537173 1.898895
H: 2.452313 0.615720 3.125291
H: -1.077972 3.899467 -0.630841
C: 0.813481 2.861633 2.500238
C: -1.968432 0.233047 2.787705
S: -4.161071 2.280392 0.275098
N: 0.103713 2.470208 0.255925
N: 1.158890 0.141383 0.189207
C: 3.417653 -3.966858 -4.053502
H: 1.372415 2.532173 3.363987
C: 3.026452 -3.046694 -1.867001
Cl: -0.176107 -4.569962 -2.508044
S: -2.252100 1.683001 -2.057513
C: -3.703742 1.638644 1.816531
C: -2.539644 0.873464 1.679013
H: 3.833711 -4.744583 -4.680595
C: -0.575805 4.454914 1.388628
H: 3.533077 1.157621 1.846778
C: -1.304032 -2.289200 -1.872458
H: 4.072627 -4.879288 -2.224136
H: 1.692131 -1.059706 -4.264586
C: -0.553656 3.628890 0.277056
Cl: -3.050410 -4.133064 -2.502249

Cartesian forces (eV/Å) of the 2 atoms listed first:
C -0.3 0.1 0.1
C 0.0 0.0 0.0


This record from OMol25 describes a molecular structure, C23H16ClCoN2O4Se4Te. The level of theory is ωB97M-V with the def2-TZVPD basis set.

- LUMO energy (alpha / beta): 2.02 / 1.15 eV
- <S²>: 3.85
- Relative energy (zero: lowest compared OMol25 entry of this formula, charge and spin): 40.47 kcal per mole
- Spin multiplicity: 4
- Charge: -1

Geometry (Å):
C: -2.695863 2.201246 -1.930638
C: 1.205063 0.055387 3.554757
H: -3.891292 2.467888 -5.084116
H: -5.080584 1.156473 4.443141
C: -2.401031 6.209544 0.663060
H: -3.821638 6.640427 2.213598
C: -4.486991 0.690195 3.667262
Cl: -0.675227 -0.348694 5.549555
C: -2.713637 2.452125 -3.295527
C: 2.415400 0.042102 4.424950
H: -2.631657 1.136999 4.636118
O: 3.560519 0.244071 3.816088
N: -0.161810 0.148743 1.777251
C: 2.142706 0.420716 1.083915
C: -2.657328 3.557678 1.437153
O: 3.325351 0.570318 1.443836
H: -3.844988 1.586115 -0.224269
C: -3.378204 4.545464 2.093899
C: -5.111037 0.112728 2.572375
O: 2.330690 -0.134526 5.619231
Se: -1.844636 -1.042046 -3.571305
Co: -0.376342 -0.080895 -0.219169
C: -4.346552 -0.468990 1.573040
H: -4.041291 4.275009 2.906649
H: -1.025179 5.482736 -0.814557
H: -5.946293 1.688838 -3.944963
C: 1.102792 0.184331 2.157032
N: -0.918527 0.020097 2.886395
Se: -0.122442 -2.420565 -0.103798
Se: -0.152136 -0.109501 -2.480686
H: -2.745342 2.525503 1.760885
H: -1.806531 2.760874 -3.799293
C: -3.254951 5.871235 1.703674
Se: -2.145411 -3.319964 -0.350076
C: -5.019725 1.600699 -2.013222
C: -3.106725 0.670231 3.789220
H: -4.811100 -0.941493 0.717668
O: 1.683506 0.480889 -0.083027
H: 3.450588 0.399307 2.813822
H: -5.916507 1.261814 -1.508785
C: -1.821780 3.888301 0.377391
H: -6.191505 0.113517 2.502171
C: -5.035815 1.842967 -3.379130
H: -2.293094 7.242729 0.356844
Te: -0.858258 2.400819 -0.850821
C: -3.884675 2.276057 -4.018729
C: -1.688196 5.219499 0.001492
H: -2.387250 -0.957632 0.901750
C: -3.852033 1.783985 -1.287949
C: -2.342924 0.060009 2.797357
C: -0.108503 -0.055128 3.977491
C: -2.966808 -0.481128 1.678691

Cartesian forces (eV/Å) of the 2 atoms listed first:
C 0.3 0.0 0.0
C -0.3 0.0 0.1


This record from OMol25 describes a molecular structure, C23H16ClIN2O4SZn. The level of theory is ωB97M-V with the def2-TZVPD basis set.

- LUMO energy: -0.34 eV
- Spin multiplicity: 1

Geometry (Å):
Cl: -3.213890 -2.955881 7.101844
C: -2.279086 -2.073336 2.695667
H: 0.508092 -1.890409 -3.860224
C: 2.447958 1.904902 -2.412511
H: -2.806863 1.385530 -5.526997
C: 2.267063 3.780981 -0.933637
H: -0.565463 -2.484958 6.997587
C: -1.500557 -2.351432 5.057154
O: -1.980560 -1.799552 1.460800
C: -2.835031 -2.627237 5.433065
H: 2.001732 -1.571689 3.686302
H: 2.250105 4.853251 -0.776946
C: -3.828425 -2.637784 4.500807
O: 2.902637 0.730131 2.294898
C: -0.210559 -1.174471 -4.236013
N: 0.021958 -1.833106 3.248952
C: -1.237192 -2.094162 3.698345
C: 2.134555 2.931641 0.147937
S: 1.884991 0.492978 1.315316
H: 1.570336 4.696765 -3.605111
C: -2.080156 0.672388 -5.162946
N: -0.608446 -0.669717 -0.801402
O: 0.500349 0.800361 1.775314
Zn: -0.188361 -1.055715 1.270152
C: 2.418608 3.281357 -2.228267
C: -0.401798 -2.308726 5.943250
C: 2.532199 4.223212 -3.397038
C: -1.895824 0.513680 -3.800714
C: 0.848058 -2.035334 5.467454
C: -3.555722 -2.364465 3.148249
C: 2.316208 1.036513 -1.336061
H: -4.842153 -2.854784 4.808280
C: -0.401918 -1.005102 -5.596063
C: -1.334289 -0.084697 -6.057493
H: 1.701881 -1.991860 6.128561
H: 2.013232 3.317553 1.151840
C: 2.159511 1.556322 -0.063479
H: 0.173796 -1.591862 -6.298758
H: 2.574752 1.503294 -3.411201
H: 3.249390 5.018800 -3.192632
C: 1.023823 -1.800100 4.094742
H: 2.849845 3.699433 -4.297634
H: 2.338517 -0.036467 -1.473828
O: 1.845082 -0.891600 0.769837
I: -5.104583 -2.372139 1.757883
C: -0.757503 -0.565822 -1.930799
C: -0.959503 -0.411097 -3.345301
H: -2.466490 1.092346 -3.087055
H: -1.480305 0.042069 -7.122125

Cartesian forces (eV/Å) of the 2 atoms listed first:
Cl 0.0 0.0 0.0
C 0.0 -0.1 0.0